The following is a DFT calculation (wB97M-V/def2-TZVPD) of 2 unconnected molecules or ions with the total composition C3H6Cl2O at a distorted geometry.

```
12
Properties=species:S:1:pos:R:3:lowdin_charge:R:1
C -0.136 -0.413 -1.132 -0.3695
C 0.084 0.535 0.185 -0.3066
C -0.095 -0.080 1.669 -1.0542
H 1.729 -0.348 -2.649 0.3271
H 0.274 -1.619 -1.083 0.1576
H -1.358 -0.320 -1.143 0.1256
H 1.064 1.028 0.082 0.0901
H -0.758 1.323 0.018 0.1194
H 0.835 -0.764 1.820 0.0967
O 0.120 0.436 -2.335 -0.2296
Cl -1.592 -1.088 1.720 0.5293
Cl -0.168 1.311 2.848 0.5142
```

Its total energy is -30294.3707 eV. The energy above the lowest of the compared OMol25 structures with the same formula, charge and spin comes out at 146.2 kcal per mole. Its spin multiplicity is 1. The calculation puts the frontier orbital gap at 8.098 eV.

---

The following is a DFT calculation (wB97M-V/def2-TZVPD) of 2 unconnected molecules or ions with the total composition C4H10N2 at a distorted geometry.

```
16
Properties=species:S:1:pos:R:3:lowdin_charge:R:1
C 0.662 -3.070 -1.486 -0.0238
C -0.311 -3.032 -0.475 -0.2735
N -1.436 -3.916 -0.282 0.0121
H 1.006 -3.975 -1.808 -0.0093
H 0.830 -2.194 -2.076 0.0288
H -0.363 -2.196 0.319 0.1104
H -1.120 -4.865 -0.628 0.1014
H -1.475 -4.074 0.713 0.0539
C -0.287 4.445 0.048 -0.0824
N 0.746 4.166 0.789 -0.0523
C 0.754 2.725 1.290 -0.1426
H -0.243 5.249 -0.676 0.0540
H -1.144 3.827 -0.177 0.0564
H 1.514 2.111 0.919 0.0389
H -0.141 2.185 1.134 0.0397
H 1.008 2.613 2.397 0.0882
```

Its SMILES is C=CN.C=NC. Its total energy is -7286.7398 eV. The energy above the lowest of the compared OMol25 structures with the same formula, charge and spin comes out at 89.5 kcal per mole. Its spin multiplicity is 1. The calculation puts the frontier orbital gap at 9.156 eV.

---

The following is a DFT calculation (wB97M-V/def2-TZVPD) of 7 unconnected molecules or ions with the total composition C22H62N4O10 at a distorted geometry.

```
98
Properties=species:S:1:pos:R:3:lowdin_charge:R:1
C -3.811 -8.023 -2.179 -0.0900
O -3.622 -6.618 -2.207 -0.1938
C -2.378 -6.239 -2.715 -0.2336
C -2.144 -4.743 -2.486 -0.4176
C -1.824 -4.385 -1.049 -0.0626
N -3.336 -4.007 -3.020 0.0327
H -3.283 -8.499 -3.006 0.0875
H -4.885 -8.197 -2.220 0.0883
H -3.464 -8.449 -1.231 0.0864
H -1.519 -6.688 -2.193 0.1261
H -2.291 -6.418 -3.791 0.1301
H -1.353 -4.425 -3.171 0.1256
H -1.778 -3.318 -0.826 0.0594
H -0.786 -4.712 -0.896 0.0703
H -2.468 -4.861 -0.310 0.0843
H -3.551 -3.217 -2.415 0.0604
H -4.125 -4.611 -2.779 0.0564
C 1.224 -1.200 -4.409 -0.1227
O 1.359 0.137 -4.784 -0.1816
C 1.653 0.277 -6.152 -0.2267
C 1.803 1.746 -6.467 -0.4177
C 2.983 2.416 -5.724 -0.0729
N 0.578 2.457 -6.080 0.0344
H 1.144 -1.427 -3.347 0.0774
H 2.073 -1.772 -4.817 0.0874
H 0.351 -1.717 -4.840 0.0907
H 2.562 -0.286 -6.405 0.1252
H 0.879 -0.157 -6.799 0.1297
H 2.007 1.874 -7.532 0.1327
H 3.089 3.467 -5.994 0.0682
H 3.920 1.888 -5.936 0.0732
H 2.849 2.392 -4.642 0.0730
H 0.292 2.198 -5.147 0.0651
H 0.733 3.452 -6.139 0.0623
C -0.958 0.644 4.310 -0.0967
O -0.964 1.208 5.617 -0.2068
C -1.527 2.494 5.674 -0.2167
C -0.888 3.221 6.882 -0.4566
C -1.300 4.683 6.984 -0.0728
N 0.560 3.117 6.955 0.0416
H -0.522 -0.340 4.476 0.0891
H -0.254 1.185 3.669 0.0838
H -1.958 0.625 3.875 0.0909
H -1.273 3.042 4.756 0.1201
H -2.600 2.517 5.898 0.1266
H -1.316 2.704 7.751 0.1346
H -2.380 4.825 6.970 0.0752
H -0.842 5.232 6.154 0.0748
H -0.903 5.118 7.901 0.0770
H 1.012 3.775 6.326 0.0687
H 0.785 2.194 6.589 0.0656
C -2.537 8.798 0.118 -0.1010
O -2.772 7.452 -0.275 -0.1965
C -2.091 6.495 0.512 -0.2319
C -1.697 5.267 -0.315 -0.4071
C -2.932 4.427 -0.601 -0.0536
N -0.778 4.452 0.488 0.0209
H -2.799 9.000 1.162 0.0866
H -3.199 9.376 -0.523 0.0881
H -1.471 8.987 -0.044 0.0886
H -1.273 6.950 1.086 0.1158
H -2.762 6.154 1.318 0.1285
H -1.121 5.577 -1.185 0.1447
H -2.741 3.725 -1.415 0.0795
H -3.721 5.108 -0.924 0.0803
H -3.221 3.800 0.241 0.0817
H -1.118 4.103 1.375 0.0753
H 0.100 4.929 0.649 0.0783
O 6.314 -2.193 1.295 -0.0778
C 5.181 -1.996 0.451 -0.2405
C 4.837 -0.527 0.202 -0.2460
O 3.970 -0.085 1.222 -0.0783
H 6.362 -1.452 1.907 0.0782
H 5.369 -2.532 -0.486 0.1127
H 4.352 -2.549 0.907 0.1052
H 4.516 -0.401 -0.837 0.1142
H 5.756 0.060 0.283 0.1182
H 3.058 -0.356 1.041 0.0389
O 1.736 -4.022 1.665 -0.0882
C 2.077 -4.975 2.675 -0.2043
C 1.262 -6.234 2.411 -0.2387
O 1.463 -6.606 1.050 -0.0721
H 1.616 -4.551 0.864 0.0759
H 3.125 -5.262 2.531 0.1232
H 1.948 -4.580 3.676 0.1259
H 0.196 -6.028 2.555 0.1219
H 1.592 -7.024 3.093 0.1212
H 0.925 -7.386 0.891 0.0927
O 1.486 -1.343 0.658 -0.0775
C 0.224 -0.735 0.448 -0.2169
C 0.346 0.607 -0.266 -0.2364
O -0.875 1.292 -0.051 -0.0789
H 1.404 -2.294 0.803 0.0532
H -0.505 -1.340 -0.094 0.1106
H -0.180 -0.492 1.437 0.1094
H 0.507 0.429 -1.335 0.1112
H 1.205 1.190 0.077 0.1240
H -0.686 2.209 0.179 0.0345
```

Its SMILES is COC[C@H](C)N.COC[C@H](C)N.COC[C@H](C)N.COC[C@H](C)N.OCCO.OCCO.OCCO. Its total energy is -50250.5562 eV. The energy above the lowest of the compared OMol25 structures with the same formula, charge and spin comes out at 27.4 kcal per mole. Its spin multiplicity is 1. The calculation puts the frontier orbital gap at 9.118 eV.

---

The following is a DFT calculation (wB97M-V/def2-TZVPD) of a single C6H12 molecule.

```
18
Properties=species:S:1:pos:R:3:lowdin_charge:R:1
C -1.727 1.094 -0.049 -0.1028
C -0.564 0.688 0.860 -0.2077
C 0.375 -0.262 0.127 -0.5080
C -0.061 -1.718 0.174 -0.0428
C 1.860 -0.032 0.066 -0.0999
C 1.003 0.291 -1.124 -0.1091
H -1.375 1.728 -0.868 0.0658
H -2.509 1.643 0.485 0.0694
H -2.187 0.212 -0.508 0.0741
H -0.030 1.582 1.203 0.1120
H -0.953 0.199 1.762 0.1101
H 0.411 -2.229 1.020 0.0823
H 0.210 -2.265 -0.734 0.0809
H -1.144 -1.811 0.305 0.0742
H 2.312 0.784 0.623 0.0998
H 2.485 -0.921 0.000 0.1013
H 1.058 -0.328 -2.014 0.1021
H 0.838 1.346 -1.328 0.0983
```

Its SMILES is CCC1(C)CC1. Its total energy is -6415.9045 eV. The energy above the lowest of the compared OMol25 structures with the same formula, charge and spin comes out at 23.9 kcal per mole. Its spin multiplicity is 1. The calculation puts the frontier orbital gap at 10.940 eV.

---

The following is a DFT calculation (wB97M-V/def2-TZVPD) of a molecular structure, C7H13FI2N2O3Ta at a distorted geometry.

```
29
Properties=species:S:1:pos:R:3:lowdin_charge:R:1
C 3.798 0.550 -0.083 -0.2139
C 2.380 0.159 -0.583 -0.9386
I 2.639 -1.192 -2.235 0.7918
C 1.534 -0.399 0.575 -0.9698
I 2.203 -2.404 1.033 0.6867
Ta -0.739 -0.422 0.210 1.6859
C -3.003 -0.647 -0.002 -0.3574
O -3.504 -2.020 0.083 -0.2269
N -3.454 -2.489 1.383 -0.0970
O -3.215 -3.638 1.409 0.0205
O -0.612 -2.307 -0.714 -0.3599
C -0.824 -2.326 -1.987 -0.6006
N -0.719 -2.239 -3.137 0.0931
C -0.889 1.710 0.941 -0.5142
C -0.292 2.763 -0.013 -0.1428
F -2.245 2.069 1.153 -0.1568
H 3.945 0.207 0.942 0.0455
H 4.587 0.082 -0.667 0.0209
H 3.946 1.630 -0.146 0.0677
H 1.910 1.055 -0.982 0.0262
H 1.788 0.183 1.465 0.0027
H -0.595 0.242 -1.518 -0.0619
H -0.927 -1.088 1.941 -0.0983
H -3.516 -0.084 0.786 0.0355
H -3.359 -0.295 -0.972 0.0513
H -0.355 1.800 1.894 0.0693
H 0.092 2.329 -0.935 0.0099
H 0.519 3.323 0.459 0.0613
H -1.092 3.448 -0.299 0.0698
```

Its total energy is -37056.8453 eV. Its spin multiplicity is 1. As for the net charge: -1. The calculation puts the frontier orbital gap at 7.260 eV.

---

The following is a DFT calculation (wB97M-V/def2-TZVPD) of 9 unconnected molecules or ions with the total composition C36H90O18 at a distorted geometry.

```
144
Properties=species:S:1:pos:R:3:lowdin_charge:R:1
C 0.356 1.528 -5.534 -0.0986
O 0.059 2.893 -5.748 -0.1963
C -0.915 3.499 -4.930 -0.1893
C -0.263 4.068 -3.676 -0.2262
O -1.195 4.831 -2.958 -0.1487
C -0.645 5.689 -2.001 -0.1111
H 0.883 1.428 -4.578 0.0789
H 1.056 1.283 -6.328 0.0879
H -0.501 0.851 -5.498 0.0876
H -1.703 2.744 -4.787 0.1270
H -1.454 4.254 -5.508 0.1293
H 0.604 4.642 -4.019 0.1285
H 0.124 3.249 -3.056 0.0858
H -0.586 5.200 -1.020 0.0825
H -1.227 6.599 -1.862 0.0838
H 0.374 6.025 -2.231 0.0686
C 2.690 0.741 7.664 -0.1118
O 1.717 0.497 6.682 -0.1726
C 2.207 0.500 5.371 -0.2258
C 1.071 0.354 4.388 -0.2023
O 0.682 -1.011 4.333 -0.1578
C -0.380 -1.173 3.404 -0.0911
H 3.483 -0.001 7.507 0.0909
H 2.238 0.672 8.652 0.0873
H 3.107 1.757 7.631 0.0866
H 2.966 -0.283 5.224 0.1330
H 2.800 1.401 5.153 0.1132
H 1.283 0.843 3.433 0.0965
H 0.182 0.831 4.830 0.1318
H -1.310 -0.925 3.921 0.0786
H -0.431 -2.173 2.979 0.0938
H -0.302 -0.498 2.545 0.0628
C -3.429 -3.582 2.284 -0.0944
O -2.529 -3.306 1.244 -0.1555
C -2.631 -2.054 0.624 -0.2187
C -2.343 -2.181 -0.851 -0.2153
O -3.221 -3.065 -1.476 -0.1496
C -3.059 -3.076 -2.868 -0.1097
H -3.286 -3.030 3.218 0.0520
H -3.348 -4.650 2.497 0.0919
H -4.442 -3.453 1.876 0.1009
H -2.006 -1.278 1.084 0.1017
H -3.613 -1.565 0.723 0.1133
H -1.268 -2.332 -1.001 0.1090
H -2.537 -1.159 -1.222 0.1337
H -3.642 -3.854 -3.364 0.0855
H -2.013 -3.200 -3.154 0.0781
H -3.495 -2.167 -3.304 0.0905
C 4.121 -4.312 0.020 -0.1054
O 3.761 -5.580 0.501 -0.1669
C 4.157 -6.654 -0.308 -0.2119
C 3.706 -7.998 0.229 -0.1911
O 4.195 -8.131 1.563 -0.1936
C 3.947 -9.367 2.189 -0.1189
H 3.465 -4.027 -0.814 0.0625
H 5.136 -4.283 -0.387 0.0901
H 3.963 -3.601 0.825 0.0887
H 5.238 -6.700 -0.477 0.1312
H 3.621 -6.514 -1.258 0.1092
H 4.018 -8.807 -0.437 0.1262
H 2.623 -8.054 0.376 0.1258
H 4.109 -9.329 3.265 0.0842
H 4.637 -10.072 1.718 0.0869
H 2.903 -9.701 2.139 0.0850
C 2.284 4.267 -1.840 -0.1055
O 3.642 4.292 -1.442 -0.1631
C 4.156 3.067 -0.950 -0.2067
C 4.265 3.035 0.555 -0.1727
O 2.920 3.047 1.079 -0.2227
C 2.936 3.008 2.500 -0.1116
H 1.677 4.033 -0.963 0.0769
H 2.092 3.556 -2.651 0.0817
H 2.047 5.256 -2.226 0.0737
H 5.172 2.999 -1.352 0.1266
H 3.633 2.212 -1.384 0.1159
H 4.885 3.847 0.928 0.1318
H 4.572 2.004 0.776 0.1298
H 3.506 3.802 2.990 0.0919
H 3.309 2.021 2.793 0.0800
H 1.896 3.161 2.792 0.0851
C -3.625 5.380 0.058 -0.1236
O -3.653 6.474 -0.822 -0.1822
C -3.624 7.732 -0.172 -0.1918
C -4.779 7.948 0.790 -0.2266
O -6.045 7.909 0.164 -0.1698
C -7.022 8.648 0.826 -0.1349
H -4.590 5.223 0.545 0.0869
H -2.847 5.418 0.830 0.0935
H -3.399 4.469 -0.497 0.0817
H -3.764 8.461 -0.972 0.1319
H -2.665 7.882 0.333 0.1258
H -4.631 8.888 1.338 0.1245
H -4.829 7.193 1.584 0.1187
H -8.052 8.412 0.552 0.0859
H -6.856 9.719 0.678 0.0893
H -7.064 8.439 1.906 0.0879
C 0.492 -7.509 -3.181 -0.0867
O 1.702 -6.769 -3.171 -0.1869
C 1.629 -5.592 -3.920 -0.2266
C 3.017 -4.982 -4.001 -0.2043
O 2.912 -3.756 -4.697 -0.1992
C 4.169 -3.288 -5.113 -0.1147
H -0.365 -6.839 -3.179 0.0891
H 0.514 -8.213 -2.349 0.0854
H 0.498 -8.197 -4.036 0.0888
H 0.896 -4.854 -3.566 0.1117
H 1.272 -5.780 -4.944 0.1327
H 3.666 -5.712 -4.491 0.1338
H 3.382 -4.760 -2.992 0.1047
H 4.817 -3.202 -4.231 0.0895
H 4.080 -2.320 -5.604 0.0881
H 4.674 -3.937 -5.838 0.0884
C -0.654 2.334 -0.357 -0.0992
O -0.364 0.960 -0.266 -0.1856
C 1.022 0.666 -0.181 -0.1804
C 1.174 -0.803 -0.530 -0.1976
O 0.799 -1.015 -1.863 -0.1791
C 1.180 -2.243 -2.425 -0.1194
H -1.727 2.456 -0.221 0.0835
H -0.445 2.732 -1.356 0.0645
H -0.095 2.938 0.360 0.0903
H 1.385 0.928 0.817 0.1128
H 1.559 1.297 -0.896 0.1111
H 0.479 -1.340 0.125 0.1189
H 2.215 -1.080 -0.330 0.1296
H 1.078 -3.078 -1.717 0.0898
H 2.235 -2.252 -2.719 0.0822
H 0.550 -2.449 -3.287 0.0837
C -1.891 2.124 2.752 -0.0785
O -3.167 2.452 2.171 -0.2053
C -3.809 1.354 1.528 -0.1886
C -4.448 0.380 2.519 -0.2267
O -3.603 -0.440 3.264 -0.2048
C -4.245 -1.063 4.344 -0.1213
H -2.211 1.501 3.585 0.0827
H -1.336 3.046 2.907 0.0914
H -1.247 1.554 2.072 0.0588
H -3.074 0.858 0.882 0.1065
H -4.576 1.833 0.921 0.1312
H -5.157 -0.183 1.889 0.1256
H -5.096 1.043 3.109 0.1343
H -3.549 -1.839 4.678 0.0757
H -5.210 -1.505 4.086 0.0986
H -4.382 -0.488 5.269 0.0954
```

Its SMILES is COCCOC.COCCOC.COCCOC.COCCOC.COCCOC.COCCOC.COCCOC.COCCOC.COCCOC. Its total energy is -75633.4847 eV. The energy above the lowest of the compared OMol25 structures with the same formula, charge and spin comes out at 50.7 kcal per mole. Its spin multiplicity is 1. The calculation puts the frontier orbital gap at 9.900 eV.